{"formula": "C4H10O", "method": "ωB97M-V with the def2-TZVPD basis set", "species": ["C", "C", "C", "C", "O", "H", "H", "H", "H", "H", "H", "H", "H", "H", "H"], "coordinates": [[-2.017, -0.183, -0.379], [-0.808, 0.680, -0.019], [0.289, -0.186, 0.611], [1.740, 0.210, 0.457], [2.253, -0.915, -0.449], [-1.715, -0.988, -1.060], [-2.439, -0.653, 0.517], [-2.810, 0.398, -0.860], [-0.409, 1.145, -0.931], [-1.143, 1.514, 0.620], [0.627, -1.048, -0.060], [0.007, -0.558, 1.609], [1.908, 1.176, -0.027], [2.342, 0.107, 1.363], [2.177, -0.697, -1.394]], "forces_ev_per_angstrom": [[-0.075, -0.034, -0.018], [0.143, -0.076, -0.103], [0.159, -0.853, -0.639], [0.881, -0.731, -0.912], [1.230, 1.328, 0.359], [-0.086, 0.125, 0.092], [0.052, 0.066, -0.130], [0.118, -0.070, 0.078], [-0.057, -0.056, 0.073], [0.292, -0.277, 0.006], [-2.879, 0.040, 1.035], [0.211, 0.206, -0.300], [0.056, -0.121, 0.117], [-0.058, 0.119, -0.247], [0.013, 0.335, 0.590]], "de_lowest_kcal_mol": 35.53, "homo_energy_ev": -10.1, "e_lumo_ev": 1.1}